## i
Entry from the Open Molecules 2025 dataset: a structure of composition C2H2OS2 (ωB97M-V with the def2-TZVPD basis set).

Positions of all 7 atoms, in Å:
C  0.180  0.020  0.053
C  -0.068  0.218  1.444
H  -1.772  -0.670  0.106
H  0.848  0.266  1.972
O  -1.238  0.169  1.846
S  -1.020  -0.323  -1.019
S  1.655  0.174  -0.595

E_LUMO: -1.804 eV

These are the natural (NBO) partial charges, in e, on atoms 1 to 2: atom 1 (C): -0.476, atom 2 (C): 0.352


## ii
Entry from the Open Molecules 2025 dataset: a structure of composition C2H2OS2 (ωB97M-V with the def2-TZVPD basis set).

Positions of all 7 atoms, in Å:
C  -0.528  -0.007  0.604
C  0.635  -0.093  -0.367
O  -1.667  -0.094  0.281
S  1.914  0.990  0.120
S  2.101  -1.091  0.062
H  -0.379  -0.063  1.733
H  0.438  -0.008  -1.739

E_LUMO: -0.465 eV

These are the natural (NBO) partial charges, in e, on atoms 1 to 2: atom 1 (C): 0.376, atom 2 (C): -0.594


Most stable: i (next structure +0.607 eV)


## i
Entry from the Open Molecules 2025 dataset: a structure of composition C4H5NO2 (ωB97M-V with the def2-TZVPD basis set).

Positions of all 12 atoms, in Å:
C  0.753  0.517  -1.587
C  -0.011  0.448  -0.274
C  0.271  -0.281  0.818
O  1.589  -0.453  1.101
N  -0.726  -0.804  1.584
C  -1.843  -0.480  0.995
O  -1.791  0.181  -0.136
H  -0.032  0.605  -2.327
H  1.445  1.361  -1.761
H  1.324  -0.409  -1.785
H  1.804  0.086  1.873
H  -2.784  -0.770  1.498

E_LUMO: 0.653 eV

These are the natural (NBO) partial charges, in e, on atoms 1 to 2: atom 1 (C): -0.686, atom 2 (C): 0.215


## ii
Entry from the Open Molecules 2025 dataset: the molecule C4H5NO2 (ωB97M-V with the def2-TZVPD basis set).

Positions of all 12 atoms, in Å:
C  -1.498  -0.344  -0.715
C  -0.098  0.063  -0.350
C  0.255  1.395  0.034
O  1.347  1.576  0.597
C  1.778  -0.341  1.351
O  2.890  -0.635  1.504
N  0.863  -0.784  -0.027
H  -1.554  -0.706  -1.747
H  -1.855  -1.147  -0.059
H  -2.190  0.498  -0.621
H  -0.506  2.188  0.016
H  0.568  -1.763  0.017

E_LUMO (spin up / spin down): -0.694 / -0.695 eV

These are the natural (NBO) partial charges, in e, on atoms 1 to 2: atom 1 (C): -0.658, atom 2 (C): 0.107


## iii
Entry from the Open Molecules 2025 dataset: the molecule C4H5NO2 (ωB97M-V with the def2-TZVPD basis set).

Positions of all 12 atoms, in Å:
O  0.510  -1.940  -1.149
C  0.204  -0.808  -1.426
C  -0.681  0.015  -0.525
C  -0.954  -0.405  0.810
N  -0.135  0.736  1.297
C  1.064  1.044  0.829
O  1.502  0.917  -0.323
H  0.473  -0.333  -2.384
H  -1.168  0.886  -0.956
H  -1.966  -0.266  1.183
H  -0.543  -1.381  1.060
H  1.695  1.536  1.585

E_LUMO (spin up / spin down): -1.303 / -1.304 eV

These are the natural (NBO) partial charges, in e, on atoms 1 to 2: atom 1 (O): -0.507, atom 2 (C): 0.386


## iv
Entry from the Open Molecules 2025 dataset: the molecule C4H5NO2 (ωB97M-V with the def2-TZVPD basis set).

Positions of all 12 atoms, in Å:
C  0.462  0.635  -1.720
C  0.620  -0.001  -0.434
C  0.773  -0.341  0.800
O  1.711  -1.003  1.484
N  -0.326  0.215  1.419
C  -1.585  -0.009  0.958
O  -1.924  -0.254  -0.192
H  -0.478  0.355  -2.206
H  0.545  1.725  -1.643
H  1.308  0.284  -2.329
H  1.394  -1.015  2.404
H  -2.332  0.100  1.762

E_LUMO: -0.554 eV

These are the natural (NBO) partial charges, in e, on atoms 1 to 2: atom 1 (C): -0.720, atom 2 (C): 0.302


Most stable: i (next structure +0.441 eV)


## i
Entry from the Open Molecules 2025 dataset: the molecule C4H5NO2 (ωB97M-V with the def2-TZVPD basis set).

Positions of all 12 atoms, in Å:
C  -1.890  0.407  0.196
C  -0.473  -0.031  0.028
C  0.001  -1.213  -0.413
O  1.379  -1.159  -0.392
C  1.635  0.069  0.060
O  2.932  0.363  0.138
N  0.609  0.801  0.341
H  -2.108  0.633  1.245
H  -2.091  1.311  -0.387
H  -2.580  -0.375  -0.134
H  -0.438  -2.129  -0.774
H  3.022  1.323  0.094

E_LUMO: 0.765 eV
SMILES string: Cc1coc(O)n1

These are the natural (NBO) partial charges, in e, on atoms 1 to 2: atom 1 (C): -0.634, atom 2 (C): 0.093


## ii
Entry from the Open Molecules 2025 dataset: the molecule C4H5NO2 (ωB97M-V with the def2-TZVPD basis set).

Positions of all 12 atoms, in Å:
N  -2.401  -0.841  -0.182
C  -1.266  -0.650  0.465
C  -0.038  -0.740  0.584
C  1.068  0.011  0.009
O  2.401  -0.273  0.338
C  0.921  1.542  0.036
O  -0.141  2.106  -0.023
H  -3.305  -0.647  0.208
H  -2.344  -0.979  -1.182
H  0.797  -0.439  -0.979
H  2.431  -1.196  0.612
H  1.876  2.106  0.114

E_LUMO: 0.675 eV
SMILES string: NC#C[C@H](O)C=O

These are the natural (NBO) partial charges, in e, on atoms 1 to 2: atom 1 (N): -0.798, atom 2 (C): 0.216


Most stable: i (next structure +3.255 eV)


## i
Entry from the Open Molecules 2025 dataset: the molecule C4H5NO2 (ωB97M-V with the def2-TZVPD basis set).

Positions of all 12 atoms, in Å:
O  -0.961  -1.540  0.547
C  -1.353  -0.510  0.055
C  -0.376  0.287  -0.802
C  0.293  1.102  0.322
N  1.049  0.059  1.034
C  1.176  -0.850  0.162
O  0.656  -0.640  -1.099
H  -2.282  -0.046  0.411
H  -0.750  0.787  -1.705
H  1.158  1.651  -0.024
H  -0.394  1.717  0.920
H  1.676  -1.795  0.291

E_LUMO: 0.809 eV
SMILES string: O=C[C@H]1CN=CO1

These are the natural (NBO) partial charges, in e, on atoms 1 to 2: atom 1 (O): -0.492, atom 2 (C): 0.394


## ii
Entry from the Open Molecules 2025 dataset: the molecule C4H5NO2 (ωB97M-V with the def2-TZVPD basis set).

Positions of all 12 atoms, in Å:
O  -1.225  0.000  2.506
C  -1.462  -0.944  1.805
C  -0.885  -0.777  0.362
C  -0.137  -1.391  -0.672
O  -0.249  -2.512  -1.148
C  0.753  -0.116  -0.817
N  -0.082  0.501  0.261
H  -2.203  -1.843  1.932
H  1.730  -0.263  -0.419
H  0.870  0.489  -1.753
H  -0.724  1.074  -0.208
H  0.171  0.864  1.230

E_LUMO: 0.435 eV
SMILES string: O=CC1=C([O-])C[NH2+]1

These are the natural (NBO) partial charges, in e, on atoms 1 to 2: atom 1 (O): -0.611, atom 2 (C): 0.388


Most stable: i (next structure +1.169 eV)


## i
Entry from the Open Molecules 2025 dataset: the molecule C4H5NO2 (ωB97M-V with the def2-TZVPD basis set).

Positions of all 12 atoms, in Å:
O  -1.944  -1.567  -0.596
C  -1.064  -0.816  -0.261
N  -1.133  0.598  -0.297
C  0.223  1.152  -0.327
C  1.102  0.045  0.229
O  0.585  -0.435  1.454
C  0.303  -1.182  0.265
H  -1.690  0.921  0.484
H  0.288  2.078  0.250
H  0.492  1.378  -1.366
H  2.182  0.040  0.109
H  0.675  -2.199  0.238

E_LUMO: 0.869 eV
SMILES string: O=C1NC[C@H]2O[C@@H]12

These are the natural (NBO) partial charges, in e, on atoms 1 to 2: atom 1 (O): -0.519, atom 2 (C): 0.655


## ii
Entry from the Open Molecules 2025 dataset: the molecule C4H5NO2 (ωB97M-V with the def2-TZVPD basis set).

Positions of all 12 atoms, in Å:
O  0.403  -2.138  -0.544
C  -0.286  -1.488  -1.291
C  -0.530  0.014  -1.088
O  -0.835  0.771  -1.985
N  -0.480  0.286  0.242
C  0.057  1.406  0.946
C  0.614  0.005  1.125
H  -0.805  -1.939  -2.152
H  -0.548  1.800  1.756
H  0.510  2.172  0.312
H  1.591  -0.253  0.724
H  0.309  -0.637  1.953

E_LUMO: -0.066 eV
SMILES string: O=CC(=O)N1CC1

These are the natural (NBO) partial charges, in e, on atoms 1 to 2: atom 1 (O): -0.487, atom 2 (C): 0.355


## iii
Entry from the Open Molecules 2025 dataset: the molecule C4H5NO2 (ωB97M-V with the def2-TZVPD basis set).

Positions of all 12 atoms, in Å:
N  0.541  1.403  0.868
C  0.232  0.330  0.038
C  -1.186  0.078  -0.463
C  -0.751  -1.195  0.065
O  0.136  -1.830  -0.746
C  1.169  -0.622  -0.523
O  2.305  -0.802  -0.655
H  0.540  2.303  0.417
H  1.395  1.269  1.393
H  -1.909  0.602  0.147
H  -1.388  0.140  -1.522
H  -1.085  -1.676  0.982

E_LUMO: 0.872 eV
SMILES string: N[C@]12C[C@H]1OC2=O

These are the natural (NBO) partial charges, in e, on atoms 1 to 2: atom 1 (N): -0.802, atom 2 (C): -0.048


## iv
Entry from the Open Molecules 2025 dataset: a structure of composition C4H5NO2 (ωB97M-V with the def2-TZVPD basis set).

Positions of all 12 atoms, in Å:
N  -1.606  -0.114  0.413
C  -0.267  0.167  0.047
C  0.313  -0.441  -1.241
C  0.915  -0.776  0.061
O  1.810  0.277  0.487
C  0.722  1.112  0.704
O  0.692  2.096  1.382
H  -2.274  0.368  -0.183
H  -1.791  0.109  1.391
H  -0.362  -1.191  -1.653
H  0.880  0.122  -1.980
H  0.967  -1.728  0.572

E_LUMO: 0.916 eV

These are the natural (NBO) partial charges, in e, on atoms 1 to 2: atom 1 (N): -0.816, atom 2 (C): -0.031


Most stable: i (next structure +0.441 eV)


## i
Entry from the Open Molecules 2025 dataset: the molecule C4H5NO2 (ωB97M-V with the def2-TZVPD basis set).

Positions of all 12 atoms, in Å:
N  1.371  -0.831  1.655
C  0.458  -0.301  0.751
C  0.577  0.445  -0.382
C  -0.767  0.603  -0.863
O  -1.155  1.250  -1.995
C  -1.589  -0.020  0.012
O  -0.831  -0.567  1.026
H  1.207  -1.821  1.798
H  2.327  -0.679  1.364
H  1.481  0.835  -0.830
H  -0.421  1.222  -2.621
H  -2.657  -0.137  0.086

E_LUMO: 0.795 eV
SMILES string: Nc1cc(O)co1

These are the natural (NBO) partial charges, in e, on atoms 1 to 2: atom 1 (N): -0.812, atom 2 (C): 0.477


## ii
Entry from the Open Molecules 2025 dataset: the molecule C4H5NO2 (ωB97M-V with the def2-TZVPD basis set).

Positions of all 12 atoms, in Å:
O  -2.333  0.619  0.799
C  -1.764  -0.148  0.059
C  -0.383  0.136  -0.501
C  0.559  0.871  0.479
N  1.767  0.049  0.515
C  1.508  -0.983  -0.165
O  0.298  -1.104  -0.775
H  -2.222  -1.101  -0.272
H  -0.510  0.669  -1.455
H  0.791  1.889  0.158
H  0.114  0.927  1.479
H  2.175  -1.825  -0.320

E_LUMO: 0.625 eV
SMILES string: O=C[C@H]1CN=CO1

These are the natural (NBO) partial charges, in e, on atoms 1 to 2: atom 1 (O): -0.501, atom 2 (C): 0.428


## iii
Entry from the Open Molecules 2025 dataset: the molecule C4H5NO2 (ωB97M-V with the def2-TZVPD basis set).

Positions of all 12 atoms, in Å:
C  0.161  -1.631  0.929
C  -0.231  -0.182  0.927
O  -0.318  0.347  2.191
C  -0.403  0.475  -0.198
N  -0.720  0.981  -1.284
C  0.207  1.455  -2.240
O  1.129  0.810  -2.661
H  0.625  -1.920  -0.016
H  0.886  -1.774  1.735
H  -0.702  -2.281  1.111
H  -0.567  1.278  2.155
H  -0.068  2.441  -2.650

E_LUMO: 0.205 eV
SMILES string: CC(O)=C=NC=O

These are the natural (NBO) partial charges, in e, on atoms 1 to 2: atom 1 (C): -0.633, atom 2 (C): 0.157


## iv
Entry from the Open Molecules 2025 dataset: the molecule C4H5NO2 (ωB97M-V with the def2-TZVPD basis set).

Positions of all 12 atoms, in Å:
O  -0.741  2.832  0.267
C  -0.218  1.759  0.186
C  -0.884  0.398  0.084
C  -0.012  -1.830  -0.273
N  0.235  -0.525  -0.138
C  1.348  0.187  -0.043
O  1.113  1.545  0.198
H  -1.330  0.135  1.046
H  -1.640  0.343  -0.699
H  -1.014  -2.120  -0.548
H  0.807  -2.529  -0.217
H  2.337  -0.196  0.136

E_LUMO (spin up / spin down): 0.621 / 0.618 eV

These are the natural (NBO) partial charges, in e, on atoms 1 to 2: atom 1 (O): -0.535, atom 2 (C): 0.773


Most stable: i (next structure +0.102 eV)